Computed, not measured: a cluster of 4 separate species, C2H11NO4 in total at a distorted geometry, with ωB97M-V/def2-TZVPD.

Last column: Löwdin spin population.
Element x y z (Å)
H -0.0562 -0.4602 2.8513  0.00
H 0.7707 0.7608 0.5277  0.00
O 2.8426 -1.2489 -1.6729  0.01
H -0.8584 -1.8518 1.7403  0.00
H -4.0812 0.7096 -1.1404  0.00
H -1.5079 3.1258 -0.0863  0.00
C 0.9153 -1.0433 1.0097  0.10
N 1.1480 -0.0747 0.1181  0.06
H 3.4011 -0.8440 -2.4114  0.00
H -0.7061 4.2159 0.6484  0.00
H -5.4636 0.4850 -1.9060  0.00
O 1.4886 -2.1096 1.0019  0.73
O -0.7239 3.2890 0.4224  0.00
H 3.4833 -1.2462 -1.0615  0.00
C -0.3342 -0.8289 1.8111  0.09
O -4.5514 0.9860 -1.9433  0.00
H -0.8012 -0.0202 1.2404  0.01
H 1.8507 -0.4509 -0.6182  0.00

Calculated values
Lowest unoccupied orbital energy (alpha / beta)   -3.72 / -8.85 eV
<S²>   0.755
Net charge   +1
Energy   -438.1482 hartree
Kohn-Sham gap (alpha / beta)   10.114 / 4.980 eV
ΔE to the lowest compared entry with this formula, charge and spin   1.845 eV
Multiplicity   2
F_max   5.76 eV/A


Computed, not measured: a structure of composition C34H66BeF3O14 at a distorted geometry, with ωB97M-V/def2-TZVPD.

Last column: Mulliken charge in e.
Element x y z (Å)
C 4.8370 1.5683 1.8249  -0.26
H 1.8599 -4.9276 5.1090  0.28
C 4.1165 1.9099 -2.3670  -0.55
H 4.1053 -0.9042 3.0041  0.25
H -0.5815 2.3051 -4.8368  0.06
H 2.0007 1.2542 -2.3332  -0.63
H -0.6584 4.0903 5.0809  0.33
H 0.8552 -0.2301 1.8646  0.34
H 0.4984 4.1435 -5.7613  0.19
H -2.1088 -0.6687 2.6345  0.24
C -4.1448 -0.9746 -0.2632  -0.63
H -2.0195 5.1855 -2.7438  0.42
H 2.8846 0.6564 -3.7147  0.36
H -0.6083 -1.4873 3.1170  -0.16
H 4.9286 1.2051 -2.5714  0.33
H -3.0940 -0.7600 -0.4556  0.06
H 5.4216 2.4881 1.7519  0.37
H -1.7957 -6.4050 -0.7417  0.49
Be -0.9748 -3.5647 -2.4302  1.16
H -2.9187 -5.2911 -0.2814  0.02
H 6.1378 -0.0310 2.4851  0.38
H -4.1100 -1.5645 0.6595  0.38
C 1.8873 5.1278 4.5470  -0.32
C -0.8602 -4.9281 2.0873  -0.33
C 3.5390 2.0201 2.4385  0.06
O -0.6869 -1.3110 -1.5584  -0.58
H -3.9765 -4.4805 -3.7189  -0.02
O 1.0463 -2.7572 7.0674  -0.47
O -5.2819 -3.4126 -2.4520  -0.38
H 2.0585 -4.4921 7.3918  0.27
C -1.0519 -0.5309 2.8430  -0.86
H 1.2006 6.5942 2.9843  0.34
H -5.6308 -4.9659 -3.7580  0.24
H -3.6221 -4.7265 -7.0782  0.27
O 1.3213 3.8660 4.8081  -0.38
H 3.0292 -3.0351 7.0667  0.26
C -0.8902 -3.7939 1.0709  -0.15
H -0.3234 1.1197 1.6398  0.16
O -0.7055 -0.6916 0.5869  0.48
C -0.2182 -0.3715 -0.7119  -0.71
H -1.0870 -6.8998 1.3766  0.25
C 0.0521 4.7159 3.1097  -0.24
H 1.2877 -2.2695 3.8475  0.24
H 3.0491 -3.6156 4.8059  0.29
C -1.2636 3.1100 -5.1401  -0.13
H 2.7996 5.1160 3.9378  0.20
H 0.8787 -0.5036 -0.7483  0.42
C -3.2511 -0.0520 -4.1818  -0.34
O 4.5217 3.0870 -3.0169  -0.47
C -0.5298 1.1389 -0.9935  0.41
C 2.7867 1.5072 -3.0436  0.35
H 2.8038 2.6914 -4.8135  0.36
H -0.4643 -1.8733 5.9917  0.31
C 0.8140 5.8737 3.7037  -0.75
C -4.3870 -2.8132 -1.6901  0.32
C 0.0008 3.7654 4.2696  0.12
H -0.2243 2.7439 3.9640  -0.29
C 2.0813 -3.8711 5.2377  -0.60
C -0.1935 0.0393 1.7168  -0.20
H -1.7481 -3.1247 1.1680  -0.09
H 3.0973 4.2570 -2.2036  0.30
H -0.9364 5.0706 2.7997  0.39
H 0.4923 4.2891 2.2067  0.06
H 0.2500 5.8263 -4.1741  0.37
H 4.3175 -0.0692 4.6306  0.26
H -0.6055 4.1035 -2.6956  -0.13
H 2.1476 5.6919 5.4453  0.33
C -3.1953 -2.1769 -5.1342  0.68
O -4.8574 -1.6598 -1.2859  -0.36
C -1.8880 -5.5739 -0.0364  -0.34
O 3.1073 0.9375 3.2982  -0.43
C -1.3357 4.5954 -3.3490  -0.05
C -1.7048 -6.0020 1.3958  -0.79
C 2.1521 -3.6125 6.7586  -0.43
C -2.9693 -4.0481 -6.5370  -0.62
H -2.6096 -6.1972 1.9666  0.37
H -4.6874 -5.3239 -2.2573  0.31
O -2.0336 3.5467 -4.0213  -0.42
C -4.8450 -4.6369 -3.0846  -0.37
H 0.2188 6.4491 4.4168  0.27
H 1.4203 3.0552 -3.9382  -0.57
O -3.2367 -3.1722 -1.4938  0.23
H -4.7066 -0.0928 0.0283  0.34
H -0.9069 0.1514 3.6851  0.31
H 3.5937 4.6721 -3.9490  0.33
O -3.5763 -2.8000 -6.2290  -0.37
C 2.4730 2.8053 -3.7758  0.24
H 4.7727 1.0555 0.8666  0.08
H 5.9787 1.3266 3.6174  0.29
H -2.1211 -3.8534 -7.1960  0.30
C 4.1780 0.0367 3.5575  -0.38
H -1.2120 -4.4821 3.0148  0.36
C 5.4427 0.6872 2.9160  -0.76
H 0.1831 -3.4440 4.3567  -0.46
F 0.4293 1.9380 -0.5290  -0.12
C -0.6979 5.3870 -4.4745  -0.56
H -3.6496 -0.3872 -3.2207  0.03
C -0.5563 4.4012 -5.6311  -0.63
H -0.0095 -3.1589 1.0002  0.29
H 4.1394 1.9661 -1.2707  0.27
H 2.7540 2.4015 1.7840  0.22
F -1.7045 1.5217 -0.4896  -0.26
H -2.5769 -4.5687 -5.6646  0.21
O -3.7519 -0.9938 -5.1087  -0.34
H 1.1287 -1.0758 5.8652  0.20
H -1.9264 2.6373 -5.8665  0.45
H -2.1644 -0.0226 -4.0803  0.16
F -0.6096 1.3227 -2.3208  -0.15
H -1.4262 6.0969 -4.8687  0.24
H 0.1560 -5.2999 2.2008  0.24
H 3.7042 2.8361 3.1514  -0.07
C 1.0366 -2.8634 4.7262  0.47
H -0.9458 4.6643 -6.6107  0.34
H -3.5203 0.9942 -4.3027  0.40
O -2.5578 -2.6257 -4.1898  -0.31
O -0.9941 -4.4538 -0.2192  -0.10
C 3.3426 3.9172 -3.2127  -0.48
C 0.6103 -2.0407 5.9455  -0.34

Calculated values
Lowest unoccupied orbital energy   -6.89 eV
Net charge   +1
Energy   -2702.2679 hartree
Kohn-Sham gap   3.980 eV
Multiplicity   1
F_max   4.95 eV/A


Computed, not measured: a cluster of 2 separate species, HI5Si2 in total at a distorted geometry, with ωB97M-V/def2-TZVPD.

Last column: Mulliken charge in e.
Element x y z (Å)
I 3.6116 -1.9070 0.9157  -0.10
I -2.5225 0.9322 -0.4813  -0.12
H -2.2880 3.0236 -3.0370  -0.05
I 0.4015 -3.2004 2.4063  0.03
I 0.6364 0.8978 2.0513  0.02
I 0.4850 -1.3061 -1.2817  -0.02
Si 1.1307 -1.3159 1.1126  0.09
Si -1.4547 2.8758 -1.6860  0.15

Calculated values
Lowest unoccupied orbital energy   -1.44 eV
Net charge   0
Energy   -2068.1622 hartree
Kohn-Sham gap   7.336 eV
ΔE to the lowest compared entry with this formula, charge and spin   2.099 eV
Multiplicity   1
F_max   1.57 eV/A


Computed, not measured: a structure of composition C4H8N2 at a distorted geometry, with ωB97M-V/def2-TZVPD.

Last column: Mulliken charge in e.
Element x y z (Å)
H -1.5896 -2.8672 -0.4042  0.26
H -1.0136 1.4884 1.3076  0.31
N -1.2354 -1.1121 0.0925  -0.95
N -0.4781 -0.0744 -0.0976  0.80
H 1.4246 2.0808 0.6664  0.36
C 0.8708 -0.0182 0.0648  -0.46
H 1.4249 -0.1966 1.0679  0.18
H -1.2636 2.0014 -0.6563  0.24
H 1.2858 -0.8320 -0.9300  0.33
C 0.8073 1.4614 0.0484  -0.74
C -0.8148 1.2933 0.2075  -0.44
C -0.7684 -2.2546 -0.0754  -0.28
H 0.2777 -2.8036 -0.3159  0.19
H 1.0726 1.8333 -0.9758  0.18

Calculated values
Lowest unoccupied orbital energy   0.98 eV
Net charge   0
Energy   -266.5305 hartree
Kohn-Sham gap   9.364 eV
ΔE to the lowest compared entry with this formula, charge and spin   5.212 eV
Multiplicity   1
F_max   5.57 eV/A